1.
31
Properties=species:S:1:pos:R:3:forces:R:3 method="wB97M-V/def2-TZVPD" total_energy_ev=-13985.206 gap_ev=8.2 max_force_ev_per_a=5.21 relative_energy_kj_mol=371.7 charge=+1
C 2.838282 0.400002 0.213471 1.4240 -1.9528 -1.3532
C 1.262237 2.068264 -0.682879 -0.7212 0.0204 0.2432
C 0.290229 -2.609855 0.059006 0.0455 -0.4668 -0.7146
C 0.541501 -0.845478 1.843333 -0.9603 -1.0822 0.6466
C -2.842723 0.013612 -1.164600 0.6803 1.7644 -4.8563
C -2.203964 0.926533 0.945171 -1.3006 -2.1923 -1.0440
N 0.413589 -0.496903 -1.651782 -0.3587 -1.4891 0.6150
N 1.416678 0.759688 0.061042 0.9249 2.1688 -1.0784
N 0.612435 -1.249048 0.463679 -1.1483 -0.0458 -1.5114
N -1.770184 0.473184 -0.373908 1.4336 2.3693 0.0477
N 0.765910 -0.325447 -0.474141 0.1066 -0.1090 -1.2265
H 3.406213 0.216847 -0.752785 -1.1666 0.2900 0.3044
H 3.428043 1.196683 0.615891 -0.1759 0.3334 1.0296
H 2.974933 -0.601431 0.703219 -0.2656 1.3591 0.1841
H 2.151066 2.654515 -0.312079 -1.1702 -0.3666 -0.9262
H 1.147971 1.998627 -1.813703 0.9309 -0.0326 1.3411
H 0.306043 2.578551 -0.371990 1.1041 -0.5041 0.0756
H -0.258466 -3.103293 0.851594 0.1463 0.0557 0.2227
H -0.312431 -2.700505 -0.854255 0.0559 0.6078 0.3406
H 1.221623 -3.143581 -0.161964 -0.0777 -0.0388 0.2466
H 0.393973 0.183154 2.033967 -0.1743 0.9230 -0.3682
H -0.258151 -1.391410 2.367399 0.2763 0.0038 -0.4408
H 1.464204 -1.104104 2.254367 1.4739 -0.4676 1.2655
H -2.501462 -0.205939 -2.266890 -0.2584 0.3698 1.9270
H -3.156557 -0.888354 -0.837606 -1.2805 -2.8995 1.3490
H -3.693589 0.678824 -1.336035 -0.0904 0.2269 0.4772
H -1.347288 0.970475 1.508909 1.6742 0.1420 1.9010
H -2.681489 1.845514 0.985047 -1.0000 2.0722 -0.2520
H -2.951309 0.211137 1.358080 0.7936 0.1892 -0.1349
H 0.572934 0.209740 -2.367802 0.6591 0.3615 0.8541
H -1.230244 1.279992 -0.841753 -1.5805 -1.6098 0.8355

***

2.
35
Properties=species:S:1:pos:R:3:forces:R:3 method="wB97M-V/def2-TZVPD" total_energy_ev=-76358.806 gap_ev="3.8 / 3.9" multiplicity=5 max_force_ev_per_a=3.36 relative_energy_kj_mol=120.0 charge=-1
Ho 2.189587 0.220133 -0.682872 2.0199 -0.5811 0.0713
Cl 2.984839 -0.938329 -2.716818 -0.0748 -0.3263 -0.9867
Cl 2.347315 2.750573 -0.479664 -0.4874 0.8468 0.2872
C 3.956710 -0.335403 0.381940 -0.2858 -0.0568 0.8376
H 4.203570 0.098505 1.381780 0.2057 -0.0801 -0.3817
H 4.674778 -1.127608 0.102935 -0.0938 0.2245 0.1948
C -1.112795 1.329141 -1.240049 -1.9064 1.1101 1.8146
C -0.206205 0.982689 -2.090825 2.0076 -0.4613 -2.6487
H -0.919483 2.133264 -0.521096 0.0406 -0.0235 -0.3580
C -0.364397 -0.155380 -3.080355 -0.5059 -0.3367 -0.1107
H 0.719787 1.580162 -2.213634 -0.6443 -0.2772 0.3174
C -1.849933 -0.476120 -3.335434 0.1765 0.2707 0.1223
H 0.133426 0.071601 -4.035342 -0.0276 0.0227 0.3878
H 0.138546 -1.066018 -2.705939 -0.0649 0.3797 -0.0538
C -2.650625 -0.532191 -2.031365 0.1221 -0.0794 0.1770
H -2.264595 0.309678 -3.977244 -0.0458 -0.0028 0.0134
H -1.948171 -1.418782 -3.885809 0.0201 0.0953 0.0899
C -2.497026 0.741858 -1.173358 -0.4120 -0.4731 -0.1830
H -3.710224 -0.710140 -2.259699 0.1505 0.0139 0.1314
H -2.300823 -1.377795 -1.423108 -0.0149 0.0604 -0.1889
H -3.246170 1.489784 -1.508191 0.4521 -0.1141 0.1756
H -2.764482 0.487469 -0.134893 0.1312 0.1692 -0.2044
C 0.463627 -2.168735 3.525293 0.0848 0.0258 -0.0393
N 0.646177 -0.770879 3.162618 -0.0505 -0.1045 -0.0335
C 0.869619 0.259945 4.055245 0.1349 0.4838 -0.3199
C 0.993181 1.402717 3.332162 -0.1629 -0.6036 -0.0355
N 0.809920 1.049793 2.002971 -0.1420 -0.4311 -0.0356
C 0.620100 -0.306465 1.889373 -0.0856 0.2734 0.4107
S 0.323120 -1.286287 0.536500 -0.8298 -0.1182 0.5177
H -0.551338 -2.502555 3.286466 0.1544 0.1174 0.0190
H 1.173522 -2.795715 2.979624 -0.0434 0.1803 0.0168
H 0.642919 -2.260732 4.598929 -0.0444 0.0023 -0.1608
H 0.928963 0.073930 5.113740 0.0418 0.0939 -0.0601
H 1.184069 2.418295 3.631234 0.0233 -0.0825 -0.0304
H 0.852995 1.716396 1.223084 0.1567 -0.2178 0.2466

***

3.
10
Properties=species:S:1:pos:R:3:forces:R:3 method="wB97M-V/def2-TZVPD" total_energy_ev=-9312.736 gap_ev=9.8 smiles="C=C=C(O)OO" max_force_ev_per_a=4.73 relative_energy_kj_mol=575.5 charge=0
C 2.048235 0.080309 0.060865 -3.3112 1.1778 -3.1669
C 0.787708 -0.248199 0.045206 -0.9830 -0.1509 -0.0603
C -0.509805 -0.502813 0.017102 1.4647 1.5703 1.6186
O -1.068348 -1.681892 -0.244901 -1.8839 -0.4040 0.5296
O -1.356438 0.442121 0.649897 0.7894 -0.5223 -0.5171
O -1.924544 1.292470 -0.359009 -1.3457 -0.8672 0.0293
H 2.668112 -0.264282 0.747994 2.7640 -1.1336 3.2518
H 2.390944 0.701363 -0.740123 0.6005 0.0707 -0.4489
H -1.816064 -1.696741 0.419957 0.8196 -0.3831 -1.2164
H -1.219797 1.877661 -0.596988 1.0856 0.6422 -0.0197